Formula: C3H17NO5
Source: the OMol25 dataset
Level of theory: the ωB97M-V functional and the def2-TZVPD basis

Structure (XYZ):
```
26
Properties=species:S:1:pos:R:3:forces:R:3
C -1.066 -1.315 1.641 -0.15 0.10 -0.13
C 0.041 -0.397 1.100 -0.83 -0.53 -0.77
N 0.221 -0.439 -0.360 0.36 -0.52 0.20
C 1.311 -0.837 1.813 0.46 0.71 0.25
O 2.308 0.181 1.904 0.07 -0.24 -0.20
H -2.065 -1.102 1.262 0.07 0.18 -0.17
H -0.846 -2.356 1.392 0.08 0.01 -0.01
H -1.100 -1.239 2.726 -0.12 -0.02 0.17
H -0.202 0.658 1.216 0.06 0.08 1.12
H -0.640 -0.489 -0.899 -0.13 -0.05 0.27
H 0.735 -1.284 -0.586 0.06 0.15 -0.40
H 1.094 -1.210 2.815 -0.25 0.13 0.13
H 1.760 -1.696 1.313 0.04 0.10 -0.34
H 2.054 0.771 2.617 0.02 0.05 -0.02
O -0.716 2.076 -2.059 -0.54 0.46 -0.04
H -0.479 1.634 -1.236 0.48 -0.17 -0.15
H 0.084 2.421 -2.458 0.19 -0.06 0.24
O -2.512 2.276 1.559 -0.71 -0.08 -0.25
H -1.862 2.851 1.154 0.31 -0.08 0.23
H -2.127 1.764 2.271 0.40 0.16 -0.01
O 2.351 -1.007 -2.317 -0.07 -0.75 0.04
H 3.022 -0.550 -1.804 -0.07 0.33 -0.20
H 2.152 -0.514 -3.112 0.31 0.32 0.02
O -1.332 -0.350 -3.274 -1.07 -1.87 0.08
H -0.411 -0.331 -3.511 0.15 0.90 0.02
H -1.776 0.487 -3.168 0.86 0.68 -0.08
```
Forces are in eV/Å.

Computed properties:
- spin multiplicity = 1
- structure (SMILES) = C[C@H](N)CO.O.O.O.O
- calculated total energy (eV) = -15113.7020
- gap between HOMO and LUMO (eV) = 9.658
- energy above the lowest of the compared OMol25 structures with the same formula, charge and spin (kcal/mol) = 20.6